Record 1
2 unconnected molecules or ions with the total composition C6H16, computed with ωB97M-V with the def2-TZVPD basis set.

calculated total energy: -6479.66236 eV
Kohn-Sham gap: 11.79 eV
energy above the lowest of the compared OMol25 structures with the same formula, charge and spin: 1.9954 eV
highest occupied orbital energy: -0.3944 Eh
M: 88.19 g/mol
SMILES string: CC(C)C.CC
F_max: 5.137 eV/Å
net charge: 0

Each line ends with the Mulliken charge.
Positions of all 22 atoms, in Å:
C1 2.14437 -0.09821 1.15852  -1.375
H1 -0.50149 0.74196 3.12473  0.269
C2 0.26006 -0.03385 2.82756  -1.145
C3 0.00050 1.45825 0.66979  -0.814
H2 -0.08489 -1.04858 3.20997  0.282
C4 -1.01740 -1.14954 -3.24627  -0.768
H3 -0.07218 -1.68520 -2.90425  0.241
H4 -1.12088 0.71145 -2.09622  0.174
H5 -0.58581 1.32283 -0.21864  -0.108
C5 -1.63837 -0.23169 -2.22146  -0.690
H6 2.49981 0.10018 2.19423  0.253
H7 -1.76735 -0.68391 -1.22794  0.241
H8 1.20069 0.15736 3.43290  0.236
C6 0.58086 0.11793 1.30761  0.934
H9 -2.69892 -0.04232 -2.53838  0.302
H10 -1.70941 -1.98034 -3.45715  0.261
H11 -0.02005 -0.81743 0.87249  0.077
H12 -0.75903 -0.45920 -4.17065  0.223
H13 0.99741 2.06932 0.47070  0.212
H14 -0.63765 2.04947 1.19614  0.388
H15 2.24960 -1.10081 1.00940  0.358
H16 2.68012 0.60234 0.60693  0.450

Record 2
A single C3H3NS2 molecule, computed with ωB97M-V with the def2-TZVPD basis set.

calculated total energy: -26313.88920 eV
Kohn-Sham gap (spin up / spin down): 6.40 / 6.40 eV
energy above the lowest of the compared OMol25 structures with the same formula, charge and spin: 5.3982 eV
highest occupied orbital energy (spin up / spin down): -0.2915 / -0.2922 Eh
M: 117.20 g/mol
F_max: 5.473 eV/Å
net charge: 0

Each line ends with the Mulliken charge.
Positions of all 9 atoms, in Å:
C1 0.58324 1.15612 -0.06437  -0.032
S1 -1.38108 -0.82801 -0.52330  -0.010
S2 2.78548 -0.41796 -0.48207  -0.054
C2 -0.78202 0.88358 -0.19167  -0.409
N1 1.42316 0.18801 -0.18643  -0.121
H1 -1.67824 1.43194 0.14735  0.360
H2 0.86468 2.08856 0.22642  0.456
H3 -1.14268 -2.74618 0.49726  0.227
C3 -0.67253 -1.75606 0.57680  -0.417

Record 3
A gas-phase ion, C5H9N2 (charge +1), computed with ωB97M-V with the def2-TZVPD basis set.

calculated total energy: -8298.94374 eV
Kohn-Sham gap (spin up / spin down): 8.69 / 8.69 eV
energy above the lowest of the compared OMol25 structures with the same formula, charge and spin: 6.7885 eV
highest occupied orbital energy (spin up / spin down): -0.4994 / -0.4995 Eh
M: 97.14 g/mol
F_max: 4.165 eV/Å
net charge: +1

Each line ends with the Mulliken charge.
Positions of all 16 atoms, in Å:
H1 -0.76633 -2.18648 0.65679  0.387
C1 -0.68805 -1.46533 -0.14232  -0.584
H2 0.31423 1.83907 -1.02083  0.321
H3 -0.03819 -1.82386 -0.97643  0.387
H4 -1.10036 0.82515 1.41666  0.315
C2 1.43460 -0.80491 0.59354  -0.507
H5 -2.57504 -0.24768 -0.07084  0.357
H6 1.84520 -0.96254 1.54297  0.303
C3 1.24288 0.49420 0.09525  0.663
H7 -1.44647 0.12670 -1.42322  0.284
N1 0.36218 1.43564 -0.09204  -0.217
C4 -1.44336 -0.18987 -0.35587  -0.351
H8 -1.49652 2.02063 0.09442  0.390
C5 -0.97240 1.12349 0.36590  -0.645
H9 3.10391 0.09012 -0.17010  0.307
N2 2.22372 -0.27435 -0.51388  -0.410

Record 4
2 unconnected molecules or ions with the total composition C10H16O, computed with ωB97M-V with the def2-TZVPD basis set.

calculated total energy: -12675.08104 eV
Kohn-Sham gap: 8.95 eV
energy above the lowest of the compared OMol25 structures with the same formula, charge and spin: 2.6439 eV
highest occupied orbital energy: -0.3037 Eh
M: 152.24 g/mol
SMILES string: Cc1ccc(O)cc1.CCC
F_max: 4.658 eV/Å
net charge: 0

Each line ends with the Mulliken charge.
Positions of all 27 atoms, in Å:
H1 -0.23112 -2.05004 1.87953  0.380
H2 -1.71806 -0.24035 -3.15646  0.293
H3 -1.74925 1.54774 2.08330  0.228
C1 1.42047 -0.95192 -0.86760  -0.521
C2 -0.98653 -0.83828 -1.32110  0.746
H4 -2.46203 -1.83490 -2.50012  0.264
H5 0.54366 2.58078 2.56226  0.292
C3 -2.15741 -0.77707 -2.19634  -1.321
C4 0.25373 2.49088 1.44061  -0.155
H6 -2.25867 -1.11714 0.31743  0.508
C5 -0.12994 -1.66895 0.86011  -0.350
H7 1.33932 4.44438 1.27927  0.326
H8 2.46412 -0.59311 -1.12505  0.219
C6 -1.24610 -1.20421 0.05741  -0.645
C7 -1.18271 1.98383 1.13499  -0.501
H9 3.10483 -2.00306 0.84745  0.342
H10 -0.28395 4.62161 0.87877  0.365
H11 -1.73394 2.70559 0.63138  0.477
H12 -1.04542 1.17015 0.38752  -0.239
H13 0.69203 3.72376 -0.27390  0.278
C8 0.48874 3.87288 0.81856  -1.264
C9 0.33346 -0.67287 -1.73169  -0.528
C10 1.16747 -1.67792 0.30370  0.592
H14 0.67147 -0.11142 -2.63554  0.198
O1 2.10945 -2.23944 1.09587  -0.561
H15 1.00194 1.86279 1.05390  0.193
H16 -2.97760 -0.12945 -1.98866  0.382

Record 5
2 unconnected molecules or ions with the total composition C3H4Br2, computed with ωB97M-V with the def2-TZVPD basis set.

calculated total energy: -143257.07475 eV
Kohn-Sham gap: 8.72 eV
energy above the lowest of the compared OMol25 structures with the same formula, charge and spin: 2.6515 eV
highest occupied orbital energy: -0.3204 Eh
M: 199.87 g/mol
F_max: 4.048 eV/Å
net charge: 0

Each line ends with the Mulliken charge.
Positions of all 9 atoms, in Å:
H1 -0.66772 -1.65755 -1.23045  0.354
C1 0.85889 0.31309 0.02150  0.083
C2 -0.81366 -1.35846 -0.20589  -0.612
C3 0.46290 1.53803 0.19519  -0.439
H2 -0.51554 -2.02775 0.58140  0.359
H3 1.16025 2.35107 0.35748  0.274
H4 -0.58494 1.79880 0.17851  0.133
Br1 2.49485 -0.53157 -0.00558  -0.072
Br2 -2.39502 -0.42566 0.10785  -0.080